1.
Below is a 3-piece molecular cluster, C31H61BrNO11P2S overall at a distorted geometry, with properties calculated with ωB97M-V/def2-TZVPD.

Summary:
* 2S+1: 1
* highest occupied orbital energy: -11.23 eV
* molecular weight: 797.7 g/mol
* Kohn-Sham gap: 8.5 eV
* total charge: +1

Cartesian coordinates (Å):
C (6.484056, 1.337816, 2.424450)
C (5.802334, -0.043671, 2.303580)
C (5.582106, -0.499463, 0.860754)
C (4.951575, 0.569233, -0.056488)
C (3.614990, 0.144224, -0.703969)
C (3.531085, 0.541933, -2.185435)
C (2.109866, 0.843811, -2.671079)
C (1.068651, -0.220808, -2.258513)
C (0.124409, -0.681830, -3.392841)
C (-1.344713, -0.222761, -3.213421)
C (-2.229369, -1.330826, -2.663567)
Br (-2.327408, -2.740980, -4.074913)
O (-1.512542, -1.918983, -1.620526)
C (-2.057923, -1.905569, -0.318962)
C (-1.191719, -2.806819, 0.545088)
C (-1.397856, -2.575406, 2.042623)
C (-0.823918, -3.709527, 2.891948)
S (-1.658793, -3.877849, 4.510985)
C (-3.456169, -2.450237, -0.411677)
N (-4.366030, -1.465989, -1.095853)
C (-5.065322, -0.561043, -0.106306)
C (-4.288342, -0.025633, 1.091495)
C (-3.625219, 1.347695, 0.910644)
C (-3.444394, 2.096698, 2.239506)
C (-4.395147, 3.279528, 2.320335)
O (-3.935969, 4.239339, 1.393051)
C (-4.896982, 5.251790, 1.169011)
C (-3.729096, -0.904346, -2.381708)
P (-4.026628, 0.881984, -2.815521)
P (-6.198918, 0.913171, -2.848671)
O (-6.759415, 1.595542, -1.665037)
O (-6.613355, -0.630571, -2.964819)
O (-6.628085, 1.623735, -4.198278)
H (7.289513, 1.310431, 3.153142)
H (6.871589, 1.640796, 1.453304)
H (5.763278, 2.091868, 2.712517)
H (6.396716, -0.778289, 2.846010)
H (4.825549, -0.014525, 2.793208)
H (6.527579, -0.824534, 0.424419)
H (4.941539, -1.382828, 0.876746)
H (4.783822, 1.497265, 0.487654)
H (5.647772, 0.789820, -0.863378)
H (3.528346, -0.940390, -0.650338)
H (2.773634, 0.584964, -0.165224)
H (4.128586, 1.436056, -2.362501)
H (3.921429, -0.265952, -2.805360)
H (2.096946, 0.944526, -3.756876)
H (1.791398, 1.812723, -2.277252)
H (0.487586, 0.168105, -1.419713)
H (1.587808, -1.097973, -1.873436)
H (0.184355, -1.765341, -3.435625)
H (0.482309, -0.291127, -4.342003)
H (-1.713868, 0.135291, -4.168309)
H (-1.319210, 0.588038, -2.479148)
H (-2.023055, -0.892545, 0.093460)
H (-0.146621, -2.642476, 0.282140)
H (-1.399772, -3.853468, 0.308706)
H (-0.928992, -1.638073, 2.342477)
H (-2.464591, -2.495045, 2.260945)
H (-0.936447, -4.664188, 2.387625)
H (0.219317, -3.524541, 3.125991)
H (-2.568734, -2.904306, 4.402625)
H (-3.428548, -3.338975, -1.040871)
H (-3.870768, -2.716393, 0.555033)
H (-5.115118, -2.067286, -1.430337)
H (-5.577408, 0.256063, -0.602753)
H (-5.874283, -1.177247, 0.290293)
H (-3.559750, -0.721550, 1.502050)
H (-5.031722, 0.092634, 1.882502)
H (-4.294452, 1.950661, 0.295644)
H (-2.678127, 1.242057, 0.379159)
H (-3.566626, 1.445719, 3.104304)
H (-2.434215, 2.505028, 2.273639)
H (-4.452955, 3.696041, 3.327444)
H (-5.391400, 2.945113, 1.996177)
H (-5.735366, 4.873852, 0.577149)
H (-5.277839, 5.633333, 2.118967)
H (-4.425758, 6.063636, 0.625138)
H (-4.294959, -1.362293, -3.188534)
H (-3.858668, 1.630655, -1.644836)
H (-7.574402, -0.686716, -3.054804)
H (-7.226261, 2.340561, -3.947979)
C (1.674510, -5.016465, -5.742684)
C (2.641024, -4.948791, -4.589780)
C (2.162162, -5.576806, -3.300356)
O (2.865253, -4.812412, -2.311017)
C (3.110395, -3.588313, -2.838865)
O (3.495541, -2.651001, -2.221446)
O (2.828502, -3.581837, -4.163641)
H (0.675390, -4.761008, -5.387936)
H (1.949358, -4.303042, -6.517940)
H (1.648601, -6.013713, -6.179794)
H (3.619795, -5.346737, -4.870123)
H (2.400769, -6.632850, -3.207716)
H (1.090074, -5.427399, -3.146241)
C (4.416855, 4.047921, 6.800668)
C (4.685636, 4.778415, 5.510474)
C (3.526277, 5.559834, 4.934960)
O (3.830496, 5.557756, 3.533181)
C (4.568416, 4.450525, 3.274262)
O (4.844056, 4.061207, 2.187409)
O (4.945369, 3.857035, 4.431483)
H (3.456733, 3.531082, 6.767210)
H (5.188671, 3.301253, 6.980898)
H (4.408024, 4.747574, 7.635586)
H (5.566864, 5.417922, 5.610281)
H (3.453785, 6.579256, 5.304095)
H (2.572531, 5.047228, 5.081959)

Forces on atoms 1 to 6 (eV/Å):
C -0.3 -0.5 -0.1
C 0.1 0.3 0.0
C 0.0 0.1 0.1
C -0.4 -0.4 -0.1
C 0.4 0.0 -0.3
C -0.5 0.2 -0.1

2.
Below is a 3-piece molecular cluster, C21H36BrN2O2PS overall at a distorted geometry, with properties calculated with ωB97M-V/def2-TZVPD.

Summary:
* 2S+1: 1
* highest occupied orbital energy: -9.01 eV
* molecular weight: 491.5 g/mol
* Kohn-Sham gap: 9.4 eV
* SMILES: CCCCCCC[PH2](C[C@@H](C)Br)S(C)(=O)=O.c1ccncc1.c1ccncc1

Cartesian coordinates (Å):
C (4.068323, -2.012535, 0.877596)
C (2.727585, -1.455584, 1.489693)
C (1.566417, -2.497811, 1.506170)
C (0.182917, -1.789667, 1.355082)
C (-0.363675, -1.234090, 2.720012)
C (-1.923246, -1.209939, 2.814666)
C (-2.515960, 0.235753, 3.053088)
P (-2.079192, 1.474849, 1.720118)
C (-1.142578, 2.663641, 2.882618)
C (0.111942, 3.324068, 2.202167)
C (0.633750, 4.440608, 3.186099)
Br (1.611151, 2.014795, 2.061668)
S (-3.059891, 0.345807, 0.106026)
C (-4.693240, -0.358578, 0.538595)
O (-3.301595, 1.305794, -1.032530)
O (-2.229399, -0.781352, -0.426148)
H (4.859627, -2.126530, 1.645641)
H (4.465653, -1.295503, 0.134180)
H (3.848762, -2.983563, 0.402827)
H (2.393231, -0.616311, 0.846634)
H (2.875199, -1.038372, 2.502711)
H (1.569973, -3.094001, 2.441009)
H (1.680727, -3.221628, 0.672570)
H (-0.563546, -2.541611, 1.025921)
H (0.247365, -0.978457, 0.605030)
H (0.099618, -0.261557, 2.990334)
H (0.007146, -1.948865, 3.488210)
H (-2.192048, -1.778578, 3.731952)
H (-2.429027, -1.739219, 1.988593)
H (-2.182766, 0.529093, 4.063245)
H (-3.616681, 0.100762, 3.136638)
H (-0.895369, 1.428964, 0.903142)
H (-3.033297, 2.523302, 1.488244)
H (-0.767036, 2.213485, 3.818883)
H (-1.829741, 3.501825, 3.145840)
H (-0.131315, 3.784758, 1.231842)
H (0.562026, 4.114828, 4.238880)
H (0.137293, 5.409980, 3.012171)
H (1.712592, 4.559890, 2.958055)
H (-5.335595, -0.430918, -0.358721)
H (-5.222801, 0.178128, 1.343786)
H (-4.516668, -1.407037, 0.856115)
C (6.305429, -5.457043, -2.582348)
C (6.775946, -5.053644, -1.342985)
C (6.910217, -3.695707, -1.102734)
N (6.615534, -2.748471, -1.998344)
C (6.165215, -3.161109, -3.186889)
C (5.991510, -4.493037, -3.526933)
H (6.184975, -6.509316, -2.809311)
H (7.032428, -5.776029, -0.579698)
H (7.270974, -3.331448, -0.147257)
H (5.936296, -2.371392, -3.893782)
H (5.620906, -4.768178, -4.505216)
C (-4.895938, 2.499178, -4.986362)
C (-4.394981, 2.847965, -3.742330)
C (-4.234329, 4.194155, -3.456436)
N (-4.530557, 5.179662, -4.310876)
C (-5.010483, 4.818137, -5.504766)
C (-5.212354, 3.502693, -5.889409)
H (-5.037733, 1.457888, -5.249294)
H (-4.134927, 2.094796, -3.010120)
H (-3.848707, 4.515644, -2.495566)
H (-5.239934, 5.636937, -6.178045)
H (-5.606111, 3.269696, -6.869971)

Forces on atoms 1 to 6 (eV/Å):
C -0.4 0.5 0.6
C 0.1 -0.3 -0.5
C -0.2 0.6 -0.2
C -0.1 -0.3 0.8
C 0.3 -0.8 -0.3
C 0.1 0.4 0.8

3.
Below is C23H20N2OPtS as an isolated structure at a distorted geometry, with properties calculated with ωB97M-V/def2-TZVPD.

Summary:
* 2S+1: 3
* expectation value of S²: 2.035
* highest occupied orbital energy (spin up / spin down): -4.75 / -7.54 eV
* energy above the lowest of the compared OMol25 structures with the same formula, charge and spin: 0.0 kJ/mol
* molecular weight: 567.6 g/mol
* Kohn-Sham gap (spin up / spin down): 4.8 / 6.3 eV

Cartesian coordinates (Å):
Pt (-0.989240, 0.757394, 0.064235)
C (-1.295049, -0.700717, 2.768398)
N (-1.329227, 0.706409, 2.319142)
C (-2.563893, 1.345774, 2.785581)
C (-0.140429, 1.430409, 2.840726)
C (1.087816, 1.097760, 2.042645)
C (2.347265, 1.070231, 2.628265)
C (3.466927, 0.801795, 1.852587)
C (3.318146, 0.558952, 0.491427)
C (2.056875, 0.581220, -0.091887)
C (0.929317, 0.847970, 0.674464)
H (-1.363337, -0.753427, 3.861964)
H (-0.364066, -1.162455, 2.448636)
H (-2.133525, -1.242757, 2.335468)
H (-2.597615, 1.365311, 3.879869)
H (-3.425302, 0.790195, 2.418348)
H (-2.614824, 2.365433, 2.409323)
H (-0.007217, 1.205627, 3.904665)
H (-0.355011, 2.497075, 2.754331)
H (2.453429, 1.259951, 3.691998)
H (4.448143, 0.773885, 2.309418)
H (4.185592, 0.344349, -0.120729)
H (1.956277, 0.392625, -1.154736)
S (0.707059, -1.836416, -3.308819)
C (0.383106, -2.950837, -1.988771)
C (0.686348, -4.299107, -1.915822)
C (0.325209, -5.012922, -0.777221)
C (-0.342734, -4.373012, 0.262419)
C (-0.655612, -3.022379, 0.190610)
C (-0.287846, -2.294638, -0.940543)
N (-0.539072, -0.968416, -1.188168)
C (-0.052414, -0.546447, -2.398088)
C (-0.084413, 0.809887, -2.731364)
C (0.327260, 1.385953, -3.959457)
C (0.261539, 2.753774, -4.132398)
C (-0.186341, 3.590563, -3.103936)
C (-0.564661, 3.034969, -1.875983)
C (-0.542023, 1.669313, -1.705390)
H (1.200127, -4.789889, -2.734180)
H (0.558021, -6.067802, -0.705004)
H (-0.622951, -4.938372, 1.142793)
H (-1.187314, -2.527634, 0.992365)
H (0.690697, 0.746229, -4.757092)
H (0.562433, 3.186494, -5.079397)
H (-0.230237, 4.663014, -3.248111)
H (-0.883817, 3.686691, -1.070015)
O (-3.724717, 0.960857, -1.392204)
C (-2.868700, 0.807116, -0.690361)

Forces on atoms 1 to 6 (eV/Å):
Pt -0.4 0.3 0.3
C 0.0 0.2 0.2
N 0.2 -0.5 -0.2
C 0.0 0.0 0.0
C 0.0 0.0 0.0
C 0.0 -0.1 0.0

4.
Below is one molecule with the formula C6H11NS at a distorted geometry, with properties calculated with ωB97M-V/def2-TZVPD.

Summary:
* 2S+1: 1
* highest occupied orbital energy: -7.94 eV
* energy above the lowest of the compared OMol25 structures with the same formula, charge and spin: 353.8 kJ/mol
* molecular weight: 129.2 g/mol
* Kohn-Sham gap: 7.4 eV
* SMILES: CC/C(=C\N)C(C)=S

Cartesian coordinates (Å):
C (0.770638, -1.872245, 1.260069)
C (0.559185, -1.551377, -0.272995)
C (0.294104, -0.122039, -0.403807)
C (1.443148, 0.592630, -0.008987)
N (2.783663, -0.076335, 0.151163)
C (-1.063756, 0.295236, -0.364384)
C (-2.266479, -0.626667, -0.499374)
S (-1.350896, 1.958975, -0.116411)
H (1.293172, -2.834368, 1.451317)
H (-0.208264, -1.521071, 1.587681)
H (1.379624, -0.897010, 1.812209)
H (-0.291319, -2.159315, -0.485938)
H (1.242729, -1.965088, -1.073339)
H (1.463743, 1.764642, 0.069406)
H (2.983187, -1.177869, 0.224259)
H (3.652138, 0.397321, 0.219754)
H (-2.666272, -1.309671, -1.406893)
H (-3.083265, -0.101393, -0.162234)
H (-2.057809, -1.298661, 0.305094)

Forces on atoms 1 to 6 (eV/Å):
C 2.2 3.7 0.0
C 0.9 -2.6 -0.3
C 2.5 0.1 1.6
C 2.1 0.4 -1.1
N -2.9 -2.0 -0.3
C -0.6 3.7 -1.2

Q: Look up the 2S+1 of the third one.
A: 3

Q: Which of these has the lowest molecular weight?
A: C6H11NS